No. 1
Below is 10 unconnected molecules or ions with the total composition H20O10, with properties calculated with ωB97M-V/def2-TZVPD.

The geometry in ORCA input format:
```
! wB97M-V def2-TZVPD RIJCOSX def2/J DEFGRID3
* xyz 0 1
O -0.6968 -0.5784 0.3595
H 0.0547 0.0243 0.3898
H -1.0702 -0.4437 -0.5188
O -0.7630 -3.0144 -0.4881
H -1.5308 -3.4789 -0.1364
H -0.6134 -2.2992 0.1405
O 3.1232 2.7101 -0.0955
H 3.9510 3.0769 0.2351
H 2.8774 3.2993 -0.8175
O 3.2716 0.1721 -0.2274
H 3.1861 -0.6656 -0.6964
H 2.3690 0.3888 0.0320
O -3.7189 1.1976 -0.1406
H -4.6641 1.1025 -0.3035
H -3.5992 0.8555 0.7525
O -2.5520 -0.2942 -3.2127
H -3.0167 0.3560 -3.7515
H -1.6716 -0.3357 -3.6026
O -0.1205 3.1300 -0.1168
H -0.8591 3.2243 0.4952
H -0.2912 3.7938 -0.7945
O 3.2746 -1.0596 2.0205
H 2.6070 -0.8367 2.6789
H 3.2855 -0.2976 1.4304
O 2.6095 -2.9117 -1.3456
H 1.7970 -3.3889 -1.1428
H 2.3052 -2.0499 -1.6517
O -3.1136 -0.9210 3.3594
H -3.7535 -0.2707 3.0486
H -2.6772 -0.4851 4.1001
*
```

Properties
SMILES: O.O.O.O.O.O.O.O.O.O
Highest occupied orbital energy, eV: -10.412
Molar mass, g/mol: 180.15
ΔE to the lowest compared entry with this formula, charge and spin, kJ/mol: 369.9
Frontier orbital gap, Eh: 0.3836

Results of the Mulliken charge analysis, in e, for atoms 1 through 6: O -0.72; H 0.31; H 0.34; O -0.65; H 0.29; H 0.41



No. 2
Below is C14H10Cl2N8S2 in the gas phase, with properties calculated with ωB97M-V/def2-TZVPD.

The geometry in ORCA input format:
```
! wB97M-V def2-TZVPD RIJCOSX def2/J DEFGRID3
* xyz 0 1
C 0.3913 5.7828 -0.7789
C -0.9386 5.5159 -1.4662
C -1.8216 4.6313 -0.6476
N -2.8935 5.0136 -0.0088
N -3.5571 3.9154 0.5204
C -2.8142 2.8816 0.1467
S -3.0727 1.1608 0.5104
C -1.5028 0.4796 0.0831
C -1.2582 -0.8860 0.3255
Cl -2.4572 -1.8553 1.1233
C -0.0009 -1.4552 0.0100
N 0.2063 -2.7276 0.2683
N 1.4017 -3.3406 0.0487
C 1.7889 -4.6542 0.3476
C 0.8985 -5.7076 0.9753
C 0.5528 -5.4535 2.4013
N 3.0357 -4.8576 -0.0629
N 3.5166 -3.6792 -0.5550
C 2.5502 -2.8067 -0.5118
S 2.5974 -1.1278 -0.9940
C 0.9889 -0.6226 -0.5740
C 0.6598 0.6734 -0.9430
Cl 1.8705 1.6515 -1.7778
C -0.5655 1.2396 -0.6223
N -0.6982 2.4983 -1.0054
N -1.7270 3.2725 -0.5525
H 1.0607 6.4402 -1.3085
H 0.1858 6.2402 0.2032
H 1.0072 4.8761 -0.6160
H -0.7674 5.0002 -2.4391
H -1.4390 6.4913 -1.6656
H 1.3943 -6.7022 0.8622
H -0.0230 -5.6991 0.3820
H 1.4871 -5.4553 3.0021
H -0.1040 -6.2378 2.7693
H 0.0473 -4.4959 2.5500
*
```

Properties
SMILES: CCc1nnc2sc3c(Cl)c4nn5c(CC)nnc5sc4c(Cl)c3nn12
Highest occupied orbital energy, eV: -8.569
Molar mass, g/mol: 425.33
ΔE to the lowest compared entry with this formula, charge and spin, kJ/mol: 0.3
Frontier orbital gap, Eh: 0.2197

Results of the Mulliken charge analysis, in e, for atoms 1 through 6: C -1.08; C -0.38; C 0.64; N -0.46; N -0.62; C 0.68



No. 3
Below is a molecular structure, C22H32IrN2O3Si2Te, with properties calculated with ωB97M-V/def2-TZVPD.

The geometry in ORCA input format:
```
! wB97M-V def2-TZVPD RIJCOSX def2/J DEFGRID3
* xyz 1 1
Ir 0.7081 0.8762 -1.7110
O -2.9511 -2.6409 -0.3962
C -2.0493 -3.4917 -0.9593
C -2.2228 -4.8696 -0.8829
C -1.2805 -5.7274 -1.4205
C -0.1396 -5.2232 -2.0308
C 0.0368 -3.8549 -2.1007
C -0.9130 -2.9710 -1.5866
C -0.6571 -1.5226 -1.7205
O 0.5981 -1.1460 -1.6406
N -1.6437 -0.6955 -1.9075
N -1.1821 0.6104 -1.9683
C -2.0376 1.5691 -2.1621
C -1.7399 2.9614 -2.1937
C -2.8538 3.8307 -2.3262
C -2.7062 5.1860 -2.3775
C -1.4134 5.7339 -2.3063
C -0.3121 4.9295 -2.1868
C -0.4365 3.5264 -2.1290
O 0.6821 2.8359 -2.0495
H -3.6907 -3.1559 -0.0546
H -3.1054 -5.2664 -0.3936
H -1.4376 -6.7959 -1.3573
H 0.5992 -5.8912 -2.4504
H 0.9172 -3.4415 -2.5738
H -3.0640 1.2462 -2.3070
H -3.8409 3.3886 -2.3870
H -3.5683 5.8297 -2.4766
H -1.2841 6.8075 -2.3503
H 0.6864 5.3427 -2.1413
C 0.1700 -0.4309 4.1966
Si -1.3370 -0.5377 3.0945
C -2.2819 -2.1163 3.3769
C -2.4121 0.9719 3.3061
C -0.7717 -0.5735 1.2776
Te 0.5574 0.9926 0.7959
C 2.3426 -0.0605 1.2282
Si 3.8144 0.6435 0.2665
C 4.1026 2.4037 0.7981
C 3.2498 0.6224 -1.5317
C 5.2893 -0.4566 0.5094
H -0.1298 -0.4768 5.2456
H 0.7119 0.5106 4.0668
H 0.8638 -1.2556 4.0188
H -2.6563 -2.1666 4.4013
H -1.6527 -2.9922 3.2066
H -3.1380 -2.1790 2.7026
H -2.7867 1.0384 4.3295
H -3.2774 0.9362 2.6407
H -1.8677 1.8974 3.1017
H -1.6406 -0.4748 0.6225
H -0.2581 -1.4985 1.0095
H 2.1474 -1.0950 0.9375
H 2.4836 -0.0087 2.3090
H 3.2325 3.0380 0.6062
H 4.9443 2.8380 0.2549
H 4.3337 2.4636 1.8635
H 2.5349 1.4870 -1.6890
H 2.8942 -0.3623 -1.8397
H 4.0271 0.9158 -2.2405
H 5.5838 -0.4900 1.5599
H 6.1434 -0.0867 -0.0614
H 5.0850 -1.4781 0.1838
*
```

Properties
Highest occupied orbital energy, eV: -10.822
Molar mass, g/mol: 748.50
ΔE to the lowest compared entry with this formula, charge and spin, kJ/mol: 0.0
Frontier orbital gap, Eh: 0.2440

Results of the Mulliken charge analysis, in e, for atoms 1 through 6: Ir 1.38; O -0.48; C 0.93; C -0.81; C -0.54; C -0.79



No. 4
Below is 2 unconnected molecules or ions with the total composition C4H12, with properties calculated with ωB97M-V/def2-TZVPD.

The geometry in ORCA input format:
```
! wB97M-V def2-TZVPD RIJCOSX def2/J DEFGRID3
* xyz 0 1
C -1.6196 -0.7393 1.6348
C -0.2909 -1.5343 1.6582
H -2.3866 -1.3243 1.1497
H -2.0015 -0.5462 2.6362
H -1.4974 0.2065 1.1071
H 0.0328 -1.7110 2.6822
H 0.4804 -1.0769 1.0516
H -0.4433 -2.5244 1.2239
C 1.5086 1.2020 -1.0393
C 0.5402 1.1321 -2.2741
H 0.8672 1.0725 -0.1635
H 2.1637 0.3563 -1.1513
H 1.8547 2.2210 -0.9229
H 0.1509 2.1199 -2.5091
H -0.3215 0.5369 -1.9643
H 0.9621 0.6092 -3.1191
*
```

Properties
SMILES: CC.CC
Highest occupied orbital energy, eV: -11.620
Molar mass, g/mol: 60.14
ΔE to the lowest compared entry with this formula, charge and spin, kJ/mol: 45.0
Frontier orbital gap, Eh: 0.4692

Results of the Mulliken charge analysis, in e, for atoms 1 through 6: C -0.81; C -0.65; H 0.25; H 0.31; H 0.24; H 0.26



No. 5
Below is 8 unconnected molecules or ions with the total composition C20H49Cl4O18S5, with properties calculated with ωB97M-V/def2-TZVPD.

The geometry in ORCA input format:
```
! wB97M-V def2-TZVPD RIJCOSX def2/J DEFGRID3
* xyz -1 1
O -0.4811 -1.5656 0.9299
C -0.5357 -0.2281 1.0370
O -0.1353 0.4494 2.0116
O -1.1708 0.3918 0.2116
H -0.0072 -1.7711 1.7390
Cl 4.4598 -5.2189 -2.4041
C 3.2549 -4.6066 -1.2036
C 3.4784 -5.3488 0.1164
Cl 4.9470 -4.8272 0.9435
H 2.2569 -4.8820 -1.5448
H 3.2791 -3.5183 -1.1478
H 3.7656 -6.3740 -0.1173
H 2.6175 -5.3990 0.7831
Cl -2.2426 -7.5667 -4.1379
C -3.3060 -7.0058 -2.7992
C -2.5638 -6.4909 -1.5719
Cl -1.4719 -7.7488 -0.9037
H -3.9212 -7.8363 -2.4529
H -3.9757 -6.2205 -3.1497
H -3.3870 -6.3130 -0.8800
H -2.1344 -5.5003 -1.7219
O -7.6328 2.8392 -2.3050
S -6.4383 3.1106 -3.0932
O -5.2804 3.6853 -2.4362
O -6.0472 1.8214 -4.0481
C -4.8382 1.9385 -4.7521
C -4.1386 0.5786 -4.8103
C -6.9558 4.2415 -4.4541
H -4.1341 2.6050 -4.2539
H -5.0306 2.3739 -5.7326
H -4.8269 -0.1256 -5.2777
H -3.8702 0.1263 -3.8556
H -3.2482 0.7768 -5.4070
H -7.3789 5.0505 -3.8585
H -7.7501 3.7850 -5.0446
H -6.1066 4.4488 -5.1052
O 1.9539 -3.2524 5.7676
S 1.8058 -2.7595 7.1489
O 0.5288 -2.6586 7.8428
O 2.8386 -3.6979 8.1032
C 4.2304 -3.7154 7.7489
C 5.1019 -4.8477 8.4089
C 2.5055 -1.0813 7.2509
H 4.5686 -2.7079 7.9914
H 4.4884 -3.6682 6.6909
H 5.0816 -4.7932 9.4974
H 6.1318 -4.8070 8.0545
H 4.7426 -5.8687 8.2807
H 2.0080 -0.3336 6.6332
H 3.5622 -1.1205 6.9863
H 2.4019 -0.6404 8.2423
O 3.8417 4.4705 0.6220
S 5.2932 4.2594 0.4278
O 5.9153 4.2470 -0.8955
O 6.1796 5.3268 1.3688
C 7.4412 5.8481 0.8993
C 8.4737 4.8113 1.3915
C 5.6971 2.6770 1.3521
H 7.5809 6.7989 1.4137
H 7.4921 6.0144 -0.1767
H 8.5732 3.8876 0.8215
H 8.3978 4.5696 2.4516
H 9.4884 5.2054 1.3357
H 5.1714 2.7582 2.3035
H 6.7801 2.5541 1.3625
H 5.3820 1.8781 0.6809
O -5.7232 1.1857 2.4750
S -6.6377 0.1742 3.0259
O -7.8832 0.6012 3.7182
O -7.0749 -1.0133 1.9126
C -6.1471 -1.3426 0.9542
C -6.9375 -2.1498 -0.0803
C -5.6786 -0.9486 4.1648
H -5.3255 -1.9893 1.2624
H -5.7303 -0.5081 0.3904
H -7.7418 -1.5723 -0.5360
H -7.3268 -3.0832 0.3263
H -6.3016 -2.4055 -0.9278
H -5.5372 -0.2651 5.0020
H -4.7302 -1.3674 3.8280
H -6.2638 -1.7885 4.5393
O -0.8557 5.6512 -5.7479
S 0.2501 4.9904 -5.0108
O 0.2055 4.8930 -3.5438
O 0.5637 3.5187 -5.6945
C 1.3846 2.6811 -4.9106
C 2.2479 1.7440 -5.8299
C 1.8322 5.9470 -5.4650
H 0.8013 2.0586 -4.2322
H 2.0703 3.2195 -4.2564
H 1.6212 1.1616 -6.5054
H 2.8619 1.0736 -5.2285
H 2.9893 2.2686 -6.4325
H 2.4715 5.5872 -4.6588
H 1.7162 7.0289 -5.4005
H 2.1719 5.6204 -6.4479
*
```

Properties
Highest occupied orbital energy, eV: -3.327
Molar mass, g/mol: 879.74
Frontier orbital gap, Eh: 0.1926

Results of the Mulliken charge analysis, in e, for atoms 1 through 6: O -0.41; C 0.56; O -0.74; O -0.70; H 0.29; Cl -0.20



No. 6
Below is C23H27N3O6S2 in the gas phase, with properties calculated with ωB97M-V/def2-TZVPD.

The geometry in ORCA input format:
```
! wB97M-V def2-TZVPD RIJCOSX def2/J DEFGRID3
* xyz 0 1
C -5.1244 -0.5466 0.3693
C -4.9215 0.7947 -0.3271
O -3.5902 0.9898 -0.7685
C -2.6450 1.4998 0.0728
C -2.8211 1.7443 1.4282
C -1.7785 2.2582 2.1815
C -0.5602 2.5431 1.5962
C -0.3815 2.3076 0.2422
C -1.4066 1.7880 -0.5265
C -1.2205 1.4620 -1.9876
N -1.3121 0.0259 -2.1646
C -0.2522 -0.7633 -2.3903
O 0.8426 -0.3720 -2.7391
C -0.5526 -2.2382 -2.1000
N -0.8607 -2.3746 -0.6818
C -2.1240 -2.7654 -0.3461
O -3.0064 -2.9030 -1.1683
C -2.3405 -3.0184 1.1248
S -1.9883 -1.4687 2.0036
C -0.3125 -1.3669 1.4837
C 0.6150 -0.7927 2.3440
C 1.9548 -0.7725 2.0120
C 2.3497 -1.3332 0.8114
S 4.1028 -1.4153 0.4006
O 4.8155 -1.5632 1.6357
O 4.2499 -2.4084 -0.6197
N 4.5762 0.0278 -0.2483
C 4.0713 0.3992 -1.5504
C 2.8813 1.3491 -1.4157
O 3.2036 2.4729 -0.6203
C 3.5972 2.0832 0.6763
C 4.8123 1.1499 0.6289
C 1.4395 -1.8868 -0.0630
C 0.0808 -1.9052 0.2482
H -4.5602 -0.5947 1.2978
H -4.7954 -1.3535 -0.2818
H -6.1793 -0.6832 0.5905
H -5.5154 0.8228 -1.2460
H -5.2383 1.6252 0.3140
H -3.7598 1.5296 1.9128
H -1.9300 2.4342 3.2359
H 0.2481 2.9492 2.1846
H 0.5608 2.5458 -0.2270
H -2.0012 1.9418 -2.5854
H -0.2372 1.7779 -2.3380
H -2.1948 -0.3785 -1.8844
H 0.3034 -2.8568 -2.3742
H -1.4343 -2.5731 -2.6519
H -3.3785 -3.2880 1.3070
H -1.6715 -3.7918 1.5057
H 0.2661 -0.3811 3.2779
H 2.6966 -0.3740 2.6846
H 3.7802 -0.5107 -2.0716
H 4.8794 0.8926 -2.1012
H 2.5869 1.7323 -2.3922
H 2.0342 0.8084 -0.9712
H 3.8412 3.0046 1.2085
H 2.7561 1.5813 1.1805
H 5.0498 0.7485 1.6134
H 5.6773 1.7023 0.2449
H 1.8216 -2.3121 -0.9753
*
```

Properties
SMILES: CCOc1ccccc1CNC(=O)CN1C(=O)CSc2ccc(S(=O)(=O)N3CCOCC3)cc21
Highest occupied orbital energy, eV: -8.563
Molar mass, g/mol: 505.62
ΔE to the lowest compared entry with this formula, charge and spin, kJ/mol: 0.0
Frontier orbital gap, Eh: 0.3242

Results of the Mulliken charge analysis, in e, for atoms 1 through 6: C -0.67; C -0.74; O -0.47; C 1.07; C -0.71; C -0.67